The following is a quantum chemistry calculation of a gas-phase ion, C2H4N3O (charge +1), from the Open Molecules 2025 dataset.

Properties
LUMO energy: -6.6834 eV
E: -317.70122 Eh
Kohn-Sham gap: 9.96 eV
SMILES: CC(=O)N=[N+]=N
Charge: +1
Max |F|: 0.117 Eh/bohr

Last column: Mulliken charge in e.
Cartesian coordinates (Å):
C 0.4913 0.7910 0.0298  0.6386
C 1.7499 -0.0268 -0.1083  -0.8312
N -2.9490 -0.2648 0.0629  -0.5138
N -0.6357 -0.2124 -0.1888  -0.0737
N -1.7971 -0.3255 0.0681  0.7681
O 0.2114 1.8623 0.3971  -0.2927
H 1.5583 -1.0662 -0.3263  0.3073
H 2.4612 0.3132 -0.8282  0.3188
H 2.4656 -0.0155 0.6890  0.3165
H -3.5559 -1.0554 0.2046  0.3620